The following is a quantum chemistry calculation of a gas-phase ion, C6H12N3 (charge +1), from OMol25.

```
21
Properties=species:S:1:pos:R:3
C -1.33 -0.52 -1.42
C -2.55 -0.86 -2.38
C 0.40 1.26 1.39
C -0.89 0.26 -0.35
C 0.57 0.77 2.83
C 1.71 0.21 -0.42
N -0.94 1.71 1.21
N -1.60 1.15 0.33
N 0.47 0.18 0.29
H -0.63 -1.05 -1.98
H -3.57 -0.65 -1.92
H -2.34 -0.26 -3.30
H -2.48 -1.91 -2.45
H 1.17 2.01 1.15
H -0.25 1.31 3.46
H 1.59 1.14 3.23
H 0.44 -0.20 3.03
H 1.84 -0.57 -1.03
H 1.81 1.20 -1.03
H 2.61 0.24 0.35
H 0.43 -0.76 0.84
```

Calculated values
relative energy (zero: lowest compared OMol25 entry of this formula, charge and spin)	120.6	kcal per mole
SMILES	C/C=C1\N=N[C@@H](C)[N@@H+]1C
net charge	+1
Kohn-Sham gap	9.4567	eV
spin multiplicity	1